{"formula": "C18H48BN3O7P", "method": "ωB97M-V with the def2-TZVPD basis set", "max_force_ev_per_a": 0.77, "charge": 1, "homo_lumo_gap_ev": 8.6, "e_homo_ev": -11.33, "e_above_lowest_ev": 0.0000, "elements": ["P", "O", "O", "O", "O", "O", "O", "O", "N", "N", "N", "C", "C", "C", "C", "C", "C", "C", "C", "C", "C", "C", "C", "C", "C", "C", "C", "C", "C", "B", "H", "H", "H", "H", "H", "H", "H", "H", "H", "H", "H", "H", "H", "H", "H", "H", "H", "H", "H", "H", "H", "H", "H", "H", "H", "H", "H", "H", "H", "H", "H", "H", "H", "H", "H", "H", "H", "H", "H", "H", "H", "H", "H", "H", "H", "H", "H", "H"], "positions_angstrom": [[-3.4938, 1.3126, 2.3505], [-3.0450, 2.6838, 2.6407], [2.5463, 1.0128, 0.7645], [1.5911, 1.4228, 2.9389], [1.0965, -2.6882, -6.3262], [-4.8506, 1.1428, 1.5661], [3.3625, -3.5762, 0.1631], [-3.7490, 0.3591, 3.5758], [-1.1460, 3.6722, 0.4198], [0.2515, -0.2423, -0.7128], [0.1004, 1.5424, 1.0122], [-5.1962, 2.1056, 0.5406], [0.8473, -4.0717, -6.1327], [2.6459, 2.1336, 3.6140], [1.2728, -2.0892, -3.9472], [4.4418, -1.6436, 1.2218], [-0.6259, -4.4266, -6.0361], [4.3151, -3.1542, 1.1257], [-0.1216, 3.0669, 1.1852], [-6.0814, 3.2211, 1.0859], [4.9389, -3.7593, -1.7243], [-3.9377, 1.7134, 5.6358], [3.6363, -3.2037, -1.1779], [-3.1659, 0.6415, 4.8761], [-0.8411, 0.7138, 1.8633], [0.6366, -1.8297, -5.3037], [-2.2536, 0.4895, 1.3074], [0.0742, 1.1358, -0.4601], [-0.7309, 4.4537, -0.7415], [1.5250, 1.3333, 1.6078], [3.6190, 1.8612, 3.2061], [-0.8601, 1.4912, -0.8849], [-4.2851, 2.5164, 0.0963], [-0.3999, -0.8751, -0.2758], [4.8829, -1.2108, 0.3223], [-3.3567, 2.6309, 5.7171], [5.0153, -3.5423, -2.7903], [-2.4879, -0.5750, 1.2740], [5.0735, -1.3673, 2.0671], [2.3611, -2.0926, -4.0340], [0.8926, -0.8263, -5.6459], [0.9650, -3.0501, -3.5309], [-5.7014, 1.5298, -0.2310], [-0.4563, -1.8699, -5.2213], [-3.1951, -0.3134, 5.3947], [-4.8553, 1.9672, 5.1091], [3.1017, 1.7022, 0.3964], [-0.2169, 5.3553, -0.4078], [-1.9435, 3.0861, 0.2395], [-0.2416, 3.2262, 2.2573], [-0.3548, -0.2505, 2.0120], [-7.0667, 3.2086, 0.6264], [4.9766, -4.8400, -1.5851], [1.2035, -0.5704, -0.6411], [5.8115, -3.3238, -1.2357], [5.2906, -3.6135, 0.9363], [-0.7437, -5.5105, -6.0258], [-1.0859, -4.0367, -5.1266], [0.8323, 3.5150, 0.8792], [2.8008, -3.5977, -1.7567], [2.4759, 3.2045, 3.5181], [3.9532, -3.5565, 2.0717], [3.6137, -2.1105, -1.2864], [-2.3987, 0.8806, 0.3005], [-0.8599, 1.1993, 2.8348], [2.6083, 1.8542, 4.6617], [-0.0800, 3.9146, -1.4407], [-5.6208, 4.1970, 0.9473], [-2.1161, 0.9127, 4.7559], [3.4546, -1.2039, 1.3594], [-4.1753, 1.3792, 6.6437], [-1.6203, 4.7836, -1.2739], [-1.1711, -4.0261, -6.8916], [1.2902, -4.5560, -7.0022], [1.3868, -4.4409, -5.2524], [-6.2069, 3.0848, 2.1592], [0.8731, 1.6989, -0.9366], [0.9744, -1.3115, -3.2419]]}